[1]
ORCA calculation (ωB97M-V/def2-TZVPD) on a 13-piece molecular cluster, C4H38N2O13 overall in a non-equilibrium geometry.

```
57
Properties=species:S:1:pos:R:3:mulliken_charge:R:1
C 1.70512 -0.30578 3.08721 -0.77
O 2.31538 0.97701 3.22650 -0.59
C 1.00448 -0.20820 1.72869 0.42
C -0.47583 -0.51873 1.94300 -0.15
C -1.10379 -0.97308 0.66688 -1.22
N -1.79431 0.11060 -0.25085 0.23
N 1.76379 -1.11209 0.80485 0.07
H 2.53176 -1.06267 3.21919 0.33
H 0.82812 -0.32541 3.81527 0.37
H 2.50694 1.16264 4.11320 0.34
H 0.97517 0.97961 1.57795 0.07
H -0.97292 0.17706 2.79265 -0.01
H -0.58883 -1.58383 2.30215 0.24
H -1.89164 -1.63998 0.78856 0.80
H -0.45672 -1.51606 0.00922 0.19
H -2.28433 0.74845 0.39333 0.25
H -2.50886 -0.28348 -0.89468 0.40
H -1.27998 0.61484 -0.91097 0.15
H 1.76535 -2.07888 1.20558 0.55
H 1.39871 -1.25110 -0.15981 0.24
H 2.77916 -0.80710 0.77215 0.42
H -1.09323 2.02378 3.95701 0.33
H 0.43377 2.31754 3.79794 0.25
O -0.37467 2.33408 3.32903 -0.56
H -0.34422 4.09774 0.48864 0.24
H -0.53047 3.65757 2.00372 0.30
O -0.73385 3.45352 0.98129 -0.55
H 3.71413 1.12368 1.57422 0.33
H 4.88586 0.14502 1.41497 0.33
O 4.21454 0.57914 0.86888 -0.68
H 0.91618 -4.34883 0.96984 0.27
H 0.32626 -3.86501 -0.25352 0.24
O 0.86655 -3.53618 0.42355 -0.47
H -4.25935 -1.82716 -2.24368 0.27
H -3.71642 -0.96927 -3.29481 0.28
O -3.65033 -1.07439 -2.34071 -0.61
H 1.85632 1.74210 -0.91766 0.22
H 0.67214 1.78436 -1.78634 0.25
O 1.17838 1.26579 -1.12797 -0.57
H -1.56982 1.27195 -4.49188 0.28
H -1.57699 -0.11655 -4.32987 0.30
O -2.01700 0.66396 -3.94985 -0.65
H -2.70153 2.92235 1.68968 0.24
H -4.06241 2.51709 1.33649 0.27
O -3.13791 2.20148 1.35765 -0.57
H -1.69306 -3.62568 -2.10779 0.28
H -0.52382 -2.77386 -2.40568 0.27
O -0.95399 -3.13067 -1.64447 -0.60
H -1.58236 1.88994 -2.46279 0.24
H -1.38485 2.83790 -1.39132 0.25
O -0.98832 2.14425 -1.82029 -0.57
H 1.30764 0.44373 -3.34512 0.35
H 2.01516 0.23295 -4.77931 0.34
O 1.18289 -0.06197 -4.24270 -0.64
H 2.33199 -2.02224 -2.48617 0.24
H 2.57727 -3.09754 -1.43889 0.23
O 2.19876 -2.30437 -1.56217 -0.49
```

Results
E_HOMO = -0.6101 Ha
net charge = +2

=====

[2]
ORCA calculation (ωB97M-V/def2-TZVPD) on a 15-piece molecular cluster, C4H38NO14 overall in a non-equilibrium geometry.

```
57
Properties=species:S:1:pos:R:3:mulliken_charge:R:1
C 2.79451 -1.31011 1.34243 -1.15
C 2.19890 0.04941 0.92393 -0.92
C 0.73657 -0.05428 0.64482 -0.12
C 0.25735 -0.14119 -0.58900 -0.25
N -1.21395 0.13629 -0.76711 0.36
H 2.91908 -1.87120 0.41399 0.28
H 2.14609 -1.92139 1.95301 0.28
H 3.68076 -1.27045 1.97556 0.46
H 2.72942 0.48321 0.08134 0.30
H 2.36879 0.73381 1.75327 0.19
H 0.11464 -0.05049 1.53913 0.73
H 0.78718 -0.58472 -1.41860 0.30
H -1.70267 -0.01789 0.11740 -0.10
H -1.17619 1.13594 -0.99658 0.22
H -1.47977 -0.57018 -1.46592 0.69
H -4.07648 1.14680 1.05889 0.27
H -3.22040 0.26430 1.87698 0.26
O -3.15132 1.05129 1.31725 -0.57
H -1.23803 -2.74035 3.06845 0.31
H -0.83384 -3.81341 1.89174 0.23
O -0.84889 -2.91070 2.20898 -0.52
H -2.36796 -1.93513 0.94611 0.31
H -3.54205 -2.32001 1.70981 0.30
O -3.31748 -1.75933 0.95595 -0.59
H 3.33019 -0.12464 -2.77538 0.31
H 3.87856 -0.28432 -1.30087 0.31
O 4.09341 -0.32781 -2.22781 -0.65
H 0.56786 -3.36321 -1.05846 0.27
H 1.09838 -3.15832 -2.46076 0.27
O 1.18784 -2.82683 -1.56056 -0.51
H 0.78023 1.24369 -3.90620 0.26
H 2.35508 1.15637 -4.30153 0.28
O 1.69581 1.32998 -3.62850 -0.55
H 1.82353 3.02348 -1.63223 0.28
H 1.20508 3.91539 -0.64412 0.43
O 1.27689 3.82297 -1.62343 -0.76
H 0.60792 -1.68821 2.84711 0.20
H 0.99490 -2.20573 4.34979 0.26
O 0.72364 -1.49189 3.77743 -0.60
H -0.02597 -1.30979 -3.25713 0.16
H -0.88439 -0.40036 -3.86732 0.25
O -0.20090 -0.36226 -3.17867 -0.44
H -2.02681 2.46722 1.57919 0.30
H -2.00307 3.53957 0.40781 0.23
O -1.49362 2.90793 0.91752 -0.61
H -2.71095 -2.00256 -2.31130 0.28
H -3.33409 -0.80928 -1.49231 0.27
O -2.54613 -1.33777 -1.64372 -0.53
H 0.29144 2.89289 1.24896 0.37
H 1.92277 3.08305 1.57628 0.25
O 1.21348 2.97326 0.94759 -0.63
H -0.01435 2.55647 -2.27587 0.36
H -1.52923 2.58492 -2.84056 0.23
O -0.77145 2.04584 -2.60847 -0.59
H -1.64397 0.75143 4.55688 0.27
H -0.92226 -0.52793 4.05986 0.29
O -1.50407 0.19624 3.78495 -0.55
```

Results
E_HOMO = -0.4445 Ha
net charge = +1

=====

[3]
ORCA calculation (ωB97M-V/def2-TZVPD) on a 15-piece molecular cluster, C4H38O16 overall in a non-equilibrium geometry.

```
58
Properties=species:S:1:pos:R:3:mulliken_charge:R:1
C -0.67627 0.25455 -3.23511 -0.67
C -0.94296 1.06622 -1.95797 -0.03
C -0.11875 0.80385 -0.70520 0.38
O -1.06620 0.92378 0.48546 -0.53
C 0.90721 0.01319 -3.48431 -0.67
O 1.39740 -0.71354 -2.36937 -0.34
H -1.09021 0.64414 -4.15927 0.47
H -1.14731 -0.76100 -3.21356 0.09
H -2.02611 0.95361 -1.77258 0.25
H -0.75494 2.08383 -2.30041 0.14
H 0.66002 1.50944 -0.46348 -0.43
H 0.13699 -0.24046 -0.53038 0.24
H -1.97022 1.14850 0.18904 0.24
H 1.52633 0.88998 -3.60098 0.29
H 1.05847 -0.55359 -4.41802 0.40
H 1.51517 -1.65535 -2.54755 0.24
H -1.57305 4.78445 0.44388 0.29
H -0.89902 4.05379 -0.65389 0.40
O -1.64315 4.66687 -0.50935 -0.66
H 2.73395 -3.43426 2.16606 0.28
H 2.67019 -3.43838 0.61742 0.42
O 2.19450 -3.72935 1.42909 -0.70
H 3.79756 -2.97362 -1.25240 0.31
H 3.62726 -1.74558 -0.41805 0.34
O 3.87802 -2.68563 -0.32363 -0.72
H -1.52246 -3.37450 -1.35637 0.33
H -2.51836 -2.34319 -1.90527 0.28
O -2.15690 -3.23929 -2.07724 -0.64
H -1.43372 -0.62828 1.62656 0.53
H -0.29032 -1.41118 2.51633 0.27
O -1.21973 -1.29025 2.30411 -0.70
H 1.41833 0.19031 3.49413 0.31
H 0.55570 -0.36360 4.64139 0.33
O 1.26481 -0.61618 4.02320 -0.65
H -2.96794 -2.21083 1.97589 0.29
H -4.26532 -2.61361 1.34814 0.28
O -3.63922 -1.88145 1.34725 -0.58
H -1.00908 -3.61988 1.01907 0.31
H 0.49131 -4.28146 1.02322 0.39
O -0.37795 -4.21447 0.61575 -0.62
H -1.33883 3.43076 2.34550 0.23
H -0.55679 2.12442 1.65429 0.54
O -0.53373 2.95884 2.15225 -0.74
H -4.40467 1.65060 -0.14180 0.24
H -3.72501 2.91549 0.10349 0.25
O -3.50510 1.98300 -0.01268 -0.49
H 1.12369 4.14034 -1.96143 0.24
H 1.27949 3.33732 -0.61292 0.26
O 0.71629 3.48923 -1.37770 -0.56
H 2.66144 2.32103 1.02035 0.30
H 2.69538 3.79893 1.53714 0.26
O 2.23531 2.92979 1.63241 -0.54
H 1.20400 -3.82668 -0.99046 0.26
H 1.29368 -4.17251 -2.53628 0.25
O 1.61287 -3.58721 -1.83221 -0.55
H 2.25059 1.79852 3.85120 0.30
H 1.06523 2.52645 3.13695 0.29
O 1.40214 2.21408 4.02034 -0.72
```

Results
E_HOMO = -0.3644 Ha
net charge = 0

=====

[4]
ORCA calculation (ωB97M-V/def2-TZVPD) on a 16-piece molecular cluster, C4H38O17 overall in a non-equilibrium geometry.

```
59
Properties=species:S:1:pos:R:3:mulliken_charge:R:1
C 0.33622 -0.12914 1.20243 1.06
O -0.95263 -0.37259 1.91295 -0.48
C 0.24703 0.39031 -0.27486 2.71
C -0.88969 1.45071 -0.41894 -1.21
C -1.12715 1.66551 -1.89458 -0.17
O -0.22397 1.49417 -2.70022 -0.48
H 0.63161 -1.16929 1.08318 0.22
H 0.92337 0.58746 1.74359 -1.30
H -1.32036 0.47374 2.23148 0.31
H -0.03497 -0.41904 -1.03645 -1.46
H 1.21987 0.97593 -0.44144 -0.09
H -1.76502 1.05358 0.12881 0.37
H -0.54106 2.36512 -0.00406 0.73
H -2.10145 2.08295 -2.24927 0.29
H -2.78180 -1.84242 0.65688 0.34
H -2.52030 -0.60495 -0.03152 0.26
O -3.33265 -1.07212 0.39704 -0.72
H -2.77294 3.32324 -0.48754 0.32
H -2.37661 4.45323 0.54160 0.31
O -2.64877 4.24286 -0.36340 -0.62
H 2.44640 2.89523 -2.24002 0.28
H 3.53699 2.13149 -1.74742 0.35
O 2.91509 2.81440 -1.43814 -0.64
H 4.05362 -0.31404 -2.89654 0.24
H 2.64606 0.24890 -2.67329 0.55
O 3.61640 0.50907 -2.74439 -0.73
H 3.12963 -4.03207 -1.04416 0.31
H 2.89208 -3.34104 0.23531 0.36
O 2.58421 -4.12578 -0.23111 -0.67
H -4.25169 -0.74467 -1.32100 0.30
H -4.55781 0.35913 -0.26569 0.35
O -4.57863 0.15608 -1.21968 -0.64
H -3.88605 0.52620 2.55011 0.30
H -3.31379 0.71953 3.85132 0.31
O -3.37319 1.18998 3.01158 -0.64
H 1.29765 2.02299 2.96044 0.29
H 0.19030 1.88270 4.02232 0.31
O 1.16900 1.99377 3.97681 -0.66
H -2.78572 -1.22984 -3.07321 0.36
H -2.81470 -1.84694 -1.67382 0.29
O -2.24173 -1.70968 -2.43597 -0.66
H 1.65030 -1.82656 -2.88230 0.31
H 0.54665 -0.77463 -3.01304 0.23
O 1.53988 -0.86011 -3.03668 -0.70
H 0.45223 -3.33092 -0.78941 0.27
H -0.57441 -2.36196 -1.48723 0.13
O -0.19520 -2.64448 -0.65993 -0.40
H 1.66579 3.74085 1.40615 0.28
H 2.17774 2.66796 0.27783 0.30
O 1.43665 2.91943 0.99177 -0.60
H -1.87985 -2.79129 2.29527 0.31
H -1.32747 -3.84363 1.26649 0.30
O -2.07213 -3.54513 1.76051 -0.67
H 2.54899 -1.80715 2.64521 0.27
H 2.50556 -0.18940 2.58474 0.22
O 2.58265 -1.01457 2.16050 -0.56
H 3.94337 -1.27651 1.00848 0.38
H 4.14415 -0.60397 -0.23681 0.27
O 4.21227 -1.51260 0.10934 -0.66
```

Results
E_HOMO = -0.3735 Ha
net charge = 0

=====

Record order is preserved below.
Frontier orbital gap: 11.74 9.05 9.62 10.08 eV
Record order is preserved below.
E_tot: -34346.829 -34912.115 -37524.197 -39570.545 eV
Record order is preserved below.
ΔE to the lowest compared entry with this formula, charge and spin: 74.3 121.1 15.2 116.7 kcal per mole